Molecular formula: C23H21IN3O4RuS2Se
Method: DFT, ωB97M-V with the def2-TZVPD basis set

XYZ file:
```
56
Properties=species:S:1:pos:R:3
Ru 0.8521 1.5004 -0.8043
C 2.7612 6.4828 0.4909
S 2.8487 5.2204 1.7699
C 2.0510 3.8114 0.9745
S 1.3137 3.9443 -0.5258
N 2.1715 2.7907 1.7633
N 1.5045 1.6272 1.3105
C 1.7740 0.6703 2.1167
C 1.1264 -0.6529 2.2415
C 1.9047 -1.8105 2.2069
C 1.2812 -3.0248 2.4223
C -0.0801 -3.0431 2.6866
C -0.7534 -1.8366 2.7455
N -0.1693 -0.6595 2.5453
H 3.2658 7.3554 0.9085
H 1.7305 6.7329 0.2515
H 3.2667 6.1638 -0.4184
H 2.5089 0.8941 2.8910
H 2.9561 -1.7422 1.9695
H 1.8435 -3.9483 2.3553
H -0.6185 -3.9741 2.8097
H -1.8179 -1.8065 2.9529
C -1.9718 -5.2161 -0.3067
C -0.6599 -5.1938 -0.7582
C 0.0146 -3.9899 -0.8848
C -0.5865 -2.7631 -0.5685
C -1.9168 -2.8083 -0.1209
C -2.5907 -4.0106 0.0069
C 0.2436 -1.5566 -0.6663
C -0.1014 -0.2665 -0.5726
C -1.4729 0.2803 -0.5382
C -2.2493 0.2731 -1.7069
C -3.4849 0.8878 -1.7360
C -3.9749 1.5398 -0.6087
C -3.2023 1.5906 0.5399
C -1.9532 0.9814 0.5754
H -2.5065 -6.1538 -0.2078
H -0.1566 -6.1206 -1.0117
H 1.0429 -3.9815 -1.2294
H -2.4179 -1.8925 0.1533
H -3.6159 -4.0071 0.3602
H 1.2933 -1.7737 -0.8433
H -1.8445 -0.1818 -2.6025
H -4.0519 0.8915 -2.6589
H -4.9398 2.0336 -0.6409
H -3.5574 2.1259 1.4136
H -1.3519 1.0236 1.4718
I 3.9431 -0.4988 -0.8319
C 2.8525 1.4170 -1.0849
H 3.0658 1.6074 -2.1312
H 3.4463 2.0516 -0.4302
O 1.2399 2.7176 -4.5439
Se 0.1810 1.8325 -3.6996
O -0.4543 2.6718 -2.4152
O 0.9767 0.6627 -2.7700
O -0.9596 1.1315 -4.6153
```

The LUMO energy (alpha / beta) comes out at 4.19 / 4.19 eV. The calculation puts the total energy at -134548.85302 eV. As for the expectation value of S²: 0.7583. As for the total charge: -2. The calculation puts the max |F| at 0.707 eV/Å. As for the multiplicity: 2. As for the HOMO energy (alpha / beta): -1.78 / -1.90 eV. The value obtained for the relative energy (zero: lowest compared OMol25 entry of this formula, charge and spin) is 10.0 kJ/mol.

---

Molecular formula: C53H109FN3O8
Method: DFT, ωB97M-V with the def2-TZVPD basis set

XYZ file:
```
174
Properties=species:S:1:pos:R:3
C 6.9454 4.3939 -0.9059
C 8.2488 3.6264 -1.1704
C 8.2219 3.0083 -2.5809
C 7.2937 1.7949 -2.6611
C 7.4818 1.0722 -4.0212
C 7.3301 -0.4446 -3.9207
C 5.8550 -0.8195 -3.6417
C 5.6575 -1.6804 -2.3742
C 4.1960 -1.5740 -1.9314
C 3.8833 -2.2959 -0.5929
C 3.3609 -1.3525 0.5049
C 2.0211 -1.8014 1.1108
C 0.8197 -1.3443 0.2755
C 0.2087 0.0057 0.7302
C 0.5834 1.2121 -0.1472
C -0.3917 1.4864 -1.2907
C -0.9010 0.2902 -2.0947
C -0.0936 -0.0955 -3.3185
C -0.7871 -0.5437 -4.4156
C -0.1312 -0.9280 -5.5445
C 1.2262 -0.8584 -5.6242
C 1.9321 -0.4299 -4.5419
C 1.2701 -0.0677 -3.4049
C 0.3071 2.6433 -2.0960
N -0.7725 3.5077 -2.6282
C -1.9091 2.9625 -2.0916
N -3.0748 3.0466 -2.6324
C -4.2203 2.4033 -1.9520
C -4.7971 3.3270 -0.8647
O -5.6912 2.9449 -0.1366
C -3.2886 3.7650 -3.8871
C -3.8339 5.2024 -3.7113
O -3.5053 5.9653 -4.8474
N -1.6239 2.2260 -0.8914
F -1.3579 3.2646 0.0189
H 7.0215 4.8730 0.0719
H 6.7664 5.1686 -1.6471
H 6.1087 3.6986 -0.8490
H 9.0671 4.3437 -1.1157
H 8.3814 2.8184 -0.4542
H 9.2428 2.6943 -2.8132
H 7.9503 3.7598 -3.3245
H 7.5430 1.1265 -1.8351
H 6.2606 2.1343 -2.5986
H 6.7471 1.4857 -4.7130
H 8.4702 1.3226 -4.4050
H 7.5728 -0.8206 -4.9161
H 8.0254 -0.8604 -3.1945
H 5.3255 0.1172 -3.4454
H 5.3881 -1.2997 -4.5008
H 5.9011 -2.6992 -2.6759
H 6.3199 -1.3179 -1.5885
H 3.5838 -2.0117 -2.7212
H 3.9839 -0.5076 -1.8373
H 3.1814 -3.1015 -0.8132
H 4.8017 -2.7728 -0.2541
H 4.0958 -1.3324 1.3097
H 3.2454 -0.3268 0.1475
H 2.0175 -2.8916 1.1260
H 1.9175 -1.4658 2.1429
H 0.0396 -2.1027 0.3703
H 1.0659 -1.2911 -0.7890
H -0.8760 -0.1117 0.7617
H 0.5165 0.1955 1.7578
H 1.5874 1.0683 -0.5421
H 0.6389 2.0810 0.5048
H -1.9261 0.4380 -2.4361
H -0.9474 -0.5909 -1.4547
H -1.8653 -0.6000 -4.3452
H -0.7232 -1.2866 -6.3744
H 1.7456 -1.1437 -6.5270
H 3.0102 -0.3648 -4.5637
H 1.8393 0.2788 -2.5525
H 0.7523 3.2514 -1.3016
H 1.1701 2.4206 -2.7104
H -0.6108 4.4855 -2.4201
H -4.9791 2.1558 -2.6887
H -3.9012 1.5018 -1.4424
H -4.4060 4.3617 -0.7484
H -2.3854 3.7713 -4.4903
H -4.0096 3.1803 -4.4548
H -3.4688 5.6646 -2.7896
H -4.9189 5.1432 -3.7327
H -2.5927 5.8055 -5.1089
C -0.4961 8.5085 3.5964
C -1.3553 8.2108 2.3816
O -0.6586 7.5252 1.3506
C -0.1555 6.2514 1.6954
C -1.2353 5.2506 2.0734
H 0.4334 8.9957 3.2992
H -1.0298 9.1592 4.2889
H -0.2304 7.5985 4.1373
H -1.6924 9.1471 1.9368
H -2.2572 7.6584 2.6688
H 0.5938 6.3328 2.4904
H 0.3704 5.8930 0.8066
H -1.7120 5.5070 3.0206
H -0.8074 4.2535 2.1788
H -2.0148 5.2252 1.3109
C 4.1866 -6.8164 -3.2894
C 4.0677 -6.3908 -1.8355
O 2.7872 -5.8946 -1.4902
C 1.7116 -6.8102 -1.6213
C 1.8274 -8.0327 -0.7252
H 3.8340 -6.0231 -3.9506
H 5.2245 -7.0448 -3.5329
H 3.5934 -7.7081 -3.4984
H 4.7622 -5.5710 -1.6440
H 4.3557 -7.2084 -1.1660
H 1.5863 -7.1065 -2.6690
H 0.8182 -6.2506 -1.3467
H 2.6439 -8.6855 -1.0402
H 0.9065 -8.6158 -0.7573
H 2.0201 -7.7345 0.3060
C -1.5044 -5.4007 0.5980
C -1.1728 -6.4497 1.6474
O 0.1603 -6.3777 2.1157
C 0.5361 -5.1793 2.7574
C -0.2500 -4.8778 4.0231
H -0.7595 -5.4049 -0.1979
H -2.4865 -5.5952 0.1662
H -1.5231 -4.3957 1.0261
H -1.2813 -7.4400 1.2033
H -1.8816 -6.4015 2.4815
H 0.4804 -4.3464 2.0455
H 1.5895 -5.2971 3.0153
H -1.2928 -4.6386 3.8036
H 0.1838 -4.0231 4.5439
H -0.2440 -5.7398 4.6911
C 0.3301 4.3502 7.2500
C 0.8070 5.1253 6.0332
O 1.0595 6.4926 6.2915
C 2.0796 6.7694 7.2362
C 3.4510 6.2672 6.8171
H -0.5045 4.8645 7.7279
H 0.0093 3.3490 6.9600
H 1.1207 4.2419 7.9939
H 0.0248 5.1093 5.2707
H 1.6890 4.6484 5.5894
H 1.8059 6.3787 8.2220
H 2.1085 7.8552 7.3272
H 3.5014 5.1768 6.8239
H 4.2143 6.6374 7.5015
H 3.6892 6.6026 5.8067
C -9.8675 0.5446 -4.2107
C -9.4579 -0.4517 -3.1396
O -8.0928 -0.3547 -2.7624
C -7.6973 0.8734 -2.1935
C -8.4003 1.2180 -0.8940
H -9.1788 0.5032 -5.0560
H -10.8744 0.3253 -4.5649
H -9.8659 1.5688 -3.8324
H -9.5842 -1.4637 -3.5232
H -10.1048 -0.3666 -2.2606
H -7.8118 1.6878 -2.9232
H -6.6275 0.7708 -1.9981
H -9.4559 1.4421 -1.0545
H -7.9423 2.0921 -0.4367
H -8.3436 0.3826 -0.1955
C -5.1536 -5.5734 6.1224
C -5.8669 -5.8639 4.8122
O -5.0300 -6.4361 3.8236
C -4.4685 -7.6964 4.1458
C -5.5017 -8.7894 4.3608
H -4.2396 -5.0049 5.9428
H -5.8014 -5.0010 6.7869
H -4.8743 -6.4912 6.6422
H -6.2284 -4.9277 4.3853
H -6.7479 -6.4926 4.9805
H -3.8052 -7.6095 5.0138
H -3.8377 -7.9644 3.2970
H -6.0824 -8.6223 5.2696
H -5.0128 -9.7592 4.4545
H -6.2013 -8.8244 3.5248
```

The LUMO energy comes out at -3.99 eV. The calculation puts the total energy at -80284.50820 eV. As for the total charge: +1. The calculation puts the max |F| at 2.342 eV/Å. As for the multiplicity: 1. As for the HOMO energy: -10.93 eV.

---

max |F| of number 1 (C23H21IN3O4RuS2Se)?
0.707 eV/Å

---

Which formula does entry 1 have?
C23H21IN3O4RuS2Se

---

Which value of total charge does entry 1 give?
-2

---

What did the first record say?
Molecular formula: C23H21IN3O4RuS2Se
Method: DFT, ωB97M-V with the def2-TZVPD basis set

XYZ file:
```
56
Properties=species:S:1:pos:R:3
Ru 0.8521 1.5004 -0.8043
C 2.7612 6.4828 0.4909
S 2.8487 5.2204 1.7699
C 2.0510 3.8114 0.9745
S 1.3137 3.9443 -0.5258
N 2.1715 2.7907 1.7633
N 1.5045 1.6272 1.3105
C 1.7740 0.6703 2.1167
C 1.1264 -0.6529 2.2415
C 1.9047 -1.8105 2.2069
C 1.2812 -3.0248 2.4223
C -0.0801 -3.0431 2.6866
C -0.7534 -1.8366 2.7455
N -0.1693 -0.6595 2.5453
H 3.2658 7.3554 0.9085
H 1.7305 6.7329 0.2515
H 3.2667 6.1638 -0.4184
H 2.5089 0.8941 2.8910
H 2.9561 -1.7422 1.9695
H 1.8435 -3.9483 2.3553
H -0.6185 -3.9741 2.8097
H -1.8179 -1.8065 2.9529
C -1.9718 -5.2161 -0.3067
C -0.6599 -5.1938 -0.7582
C 0.0146 -3.9899 -0.8848
C -0.5865 -2.7631 -0.5685
C -1.9168 -2.8083 -0.1209
C -2.5907 -4.0106 0.0069
C 0.2436 -1.5566 -0.6663
C -0.1014 -0.2665 -0.5726
C -1.4729 0.2803 -0.5382
C -2.2493 0.2731 -1.7069
C -3.4849 0.8878 -1.7360
C -3.9749 1.5398 -0.6087
C -3.2023 1.5906 0.5399
C -1.9532 0.9814 0.5754
H -2.5065 -6.1538 -0.2078
H -0.1566 -6.1206 -1.0117
H 1.0429 -3.9815 -1.2294
H -2.4179 -1.8925 0.1533
H -3.6159 -4.0071 0.3602
H 1.2933 -1.7737 -0.8433
H -1.8445 -0.1818 -2.6025
H -4.0519 0.8915 -2.6589
H -4.9398 2.0336 -0.6409
H -3.5574 2.1259 1.4136
H -1.3519 1.0236 1.4718
I 3.9431 -0.4988 -0.8319
C 2.8525 1.4170 -1.0849
H 3.0658 1.6074 -2.1312
H 3.4463 2.0516 -0.4302
O 1.2399 2.7176 -4.5439
Se 0.1810 1.8325 -3.6996
O -0.4543 2.6718 -2.4152
O 0.9767 0.6627 -2.7700
O -0.9596 1.1315 -4.6153
```

The LUMO energy (alpha / beta) comes out at 4.19 / 4.19 eV. The calculation puts the total energy at -134548.85302 eV. As for the expectation value of S²: 0.7583. As for the total charge: -2. The calculation puts the max |F| at 0.707 eV/Å. As for the multiplicity: 2. As for the HOMO energy (alpha / beta): -1.78 / -1.90 eV. The value obtained for the relative energy (zero: lowest compared OMol25 entry of this formula, charge and spin) is 10.0 kJ/mol.